[1]
9 unconnected molecules or ions with the total composition C4H27NO9. Source: OMol25; level of theory: the ωB97M-V functional and the def2-TZVPD basis.

Geometry as XYZ:
```
41
Properties=species:S:1:pos:R:3:forces:R:3:nbo_charge:R:1
C -2.084649 2.776154 0.029349 1.18 -1.52 -2.88 -0.612
C -1.262226 1.598848 -0.569056 2.18 0.50 -1.53 -0.003
N -1.940489 0.856369 -1.688929 -2.99 2.21 3.66 -0.845
C -0.750530 0.695232 0.572969 -2.77 -1.77 0.17 -0.497
C -0.190750 -0.675128 0.172516 0.23 -0.96 -2.25 -0.058
O 0.765852 -0.453403 -0.896143 -1.78 -1.29 -1.39 -0.797
H -2.042876 3.619659 -0.647389 0.22 0.38 0.17 0.216
H -1.661816 2.916991 0.967179 0.23 0.89 1.82 0.210
H -3.081809 2.446862 0.012963 -1.51 -0.36 0.66 0.216
H -0.268310 2.041509 -1.034702 -1.88 -0.47 0.62 0.143
H -2.725627 0.302736 -1.195674 1.91 0.52 -1.55 0.373
H -1.221089 0.366608 -2.096061 1.13 -2.30 -1.18 0.343
H 0.097625 1.153016 1.035697 -0.01 0.73 1.03 0.225
H -1.714395 0.513365 1.196016 2.13 0.40 -0.32 0.242
H 0.521703 -1.113035 0.867900 -1.25 -0.34 1.21 0.184
H -0.891766 -1.504310 -0.360658 1.22 2.10 1.91 0.191
H 1.533332 0.022974 -0.670043 1.15 0.91 0.87 0.462
O 1.595746 0.858432 -2.734993 1.72 5.30 10.76 -0.929
H 1.422898 0.552460 -3.474361 -2.30 -4.47 -11.42 0.461
H 0.739383 1.057367 -2.289311 0.88 -0.23 -0.51 0.493
O 4.119274 -1.285971 0.297917 -2.15 1.84 1.09 -0.937
H 3.873580 -0.770358 1.146260 0.76 -1.19 -1.80 0.478
H 3.383019 -0.983881 -0.310108 1.39 -0.68 0.75 0.459
O 2.866818 2.119765 -0.736858 0.34 -0.22 -1.05 -1.002
H 3.601955 2.633113 -1.138076 -0.65 -0.49 0.57 0.484
H 2.522418 1.603700 -1.514218 0.51 0.75 0.55 0.494
O 0.209273 -1.860382 -3.411799 -0.41 -0.09 0.24 -0.922
H -0.203264 -2.099022 -2.583984 -0.91 -1.67 0.19 0.459
H 0.498617 -1.082109 -2.958367 1.37 1.54 -0.31 0.460
O -3.615589 -0.525013 1.442783 -0.32 1.67 -2.41 -0.963
H -3.202253 -0.631328 2.261699 1.13 -0.54 2.21 0.493
H -4.250031 -1.204667 1.368595 -1.12 -1.12 -0.05 0.468
O -2.212875 -1.890703 3.318719 2.86 -0.44 0.75 -0.972
H -2.196338 -2.661323 2.705932 0.30 0.77 0.58 0.491
H -1.236214 -1.791892 3.666579 -2.94 -0.42 -1.18 0.491
O -0.025575 -3.853915 1.096298 5.01 -0.46 1.44 -0.934
H 0.826893 -3.446598 0.697926 -2.42 -0.27 -0.05 0.470
H 0.604435 -4.327813 1.783573 -2.60 0.68 -1.33 0.466
O 2.379741 1.117698 2.089789 -0.43 -0.81 2.23 -0.973
H 2.832698 1.901352 2.420633 -0.01 -0.10 -0.91 0.492
H 2.383209 1.006658 1.159453 0.60 1.01 -1.35 0.482
```
Positions in Å, forces in eV/Å.

The calculation puts the energy relative to the best compared isomer or geometry (same formula, charge and spin) at 124.5 kcal per mole. The calculation puts the lowest unoccupied orbital energy at 0.0016 Eh. The value obtained for the HOMO-LUMO gap is 9.42 eV. As for the SMILES: C[C@H](N)CCO.O.O.O.O.O.O.O.O. The total energy comes out at -24500.2258 eV.

=====

[2]
9 unconnected molecules or ions with the total composition C4H28N2O9. Source: OMol25; level of theory: the ωB97M-V functional and the def2-TZVPD basis.

Geometry as XYZ:
```
43
Properties=species:S:1:pos:R:3:forces:R:3:nbo_charge:R:1
C 1.410239 -1.289420 2.956773 -0.27 1.03 1.77 -0.424
N 1.286921 -0.858417 1.576629 -1.22 2.04 1.16 -0.630
C 0.198657 -1.544389 0.848644 1.80 0.33 0.30 -0.227
C 0.323195 -1.071883 -0.581677 -1.77 0.46 0.86 -0.103
N -0.196643 0.352699 -0.672855 -0.17 -1.08 -2.12 -0.868
C -0.379227 -2.039839 -1.526386 1.80 0.10 0.35 -0.089
O -0.354796 -1.449579 -2.781217 0.19 0.19 -2.79 -0.777
H 1.162680 -2.306660 3.127575 0.38 -1.42 -0.53 0.193
H 0.677566 -0.868699 3.738957 0.88 0.33 -1.21 0.172
H 2.444107 -1.082874 3.280924 -0.49 -0.21 0.19 0.199
H 1.046973 0.178176 1.675914 0.20 -1.79 -0.71 0.344
H 0.539286 -2.588105 0.905137 -0.65 -0.04 -0.10 0.197
H -0.780644 -1.390459 1.297314 -0.29 -0.10 -0.06 0.181
H 1.371247 -1.086650 -0.750475 0.78 0.16 -0.52 0.212
H -1.195361 0.188469 -0.941001 0.89 0.62 0.60 0.354
H 0.202279 0.828621 -1.545404 -0.54 -0.80 1.70 0.380
H 0.285837 -3.022545 -1.529880 -2.08 1.44 0.18 0.184
H -1.476239 -2.008832 -1.356814 0.83 -1.27 0.65 0.200
H 0.408241 -0.909978 -3.018641 0.31 -0.45 0.55 0.485
O 3.943073 -1.604472 -0.774986 -1.91 -7.44 -1.26 -0.933
H 4.625576 -1.122854 -0.555913 5.40 4.07 1.72 0.454
H 3.244776 -1.065550 -0.914991 -3.12 3.04 -0.52 0.474
O -2.438059 1.116457 1.332416 -2.56 0.15 -1.00 -1.002
H -3.128441 1.829913 1.385772 1.04 -0.74 0.01 0.475
H -2.961242 0.413173 0.804894 1.45 0.90 0.63 0.525
O -2.791907 -0.868430 -3.012899 0.04 3.34 0.09 -0.962
H -2.279779 -1.491607 -3.477304 0.83 -1.89 -0.79 0.493
H -2.121882 -0.113794 -3.136323 -1.68 -1.26 0.62 0.488
O 2.885857 0.783870 -0.402701 -0.59 0.49 1.30 -0.988
H 2.824180 0.599754 0.565270 0.12 -0.21 -1.14 0.476
H 2.123875 1.388115 -0.563453 1.02 -0.29 -0.31 0.497
O 0.188088 2.968787 1.052875 -2.13 -1.19 -0.16 -0.940
H -0.614159 2.336073 1.145494 1.79 1.32 -0.39 0.522
H 0.825297 2.609884 1.660677 0.35 -0.10 0.71 0.481
O 1.286493 2.700785 -1.330196 -1.11 -0.76 1.90 -1.025
H 1.312056 3.595335 -1.617793 0.21 1.10 -0.39 0.479
H 0.866140 2.749601 -0.369709 0.40 0.21 -1.94 0.505
O -1.346074 2.130817 3.510618 -0.51 0.63 0.92 -0.981
H -2.105843 2.508213 4.011933 0.91 -0.55 -0.68 0.468
H -1.712979 1.619326 2.772583 -0.23 -0.17 0.34 0.488
O -3.296212 -0.801659 -0.326289 1.14 1.94 0.88 -0.967
H -3.360998 -0.888317 -1.258493 0.11 0.11 -2.10 0.515
H -3.783382 -1.497130 0.012246 -1.54 -2.23 1.28 0.478
```
Positions in Å, forces in eV/Å.

The calculation puts the energy relative to the best compared isomer or geometry (same formula, charge and spin) at 90.8 kcal per mole. The calculation puts the lowest unoccupied orbital energy at 0.0058 Eh. The value obtained for the HOMO-LUMO gap is 9.10 eV. As for the SMILES: CNC[C@H](N)CO.O.O.O.O.O.O.O.O. The total energy comes out at -26008.1611 eV.

=====

[3]
10 unconnected molecules or ions with the total composition C4H28N8O10. Source: OMol25; level of theory: the ωB97M-V functional and the def2-TZVPD basis.

Geometry as XYZ:
```
50
Properties=species:S:1:pos:R:3:forces:R:3:nbo_charge:R:1
N -16.170112 21.821048 1.861462 -1.08 -0.61 0.25 -0.861
C -16.263478 23.140494 1.565451 1.02 0.24 -0.72 0.761
N -17.518536 23.679503 1.670269 0.12 -0.44 0.04 -0.842
O -15.294250 23.761675 1.141528 -0.21 0.20 0.36 -0.678
H -17.032313 21.337709 2.046170 0.24 -0.27 0.19 0.377
H -15.315661 21.280468 1.855927 0.22 0.33 0.10 0.446
H -18.252966 23.064999 1.970375 -0.22 0.40 0.23 0.382
H -17.593859 24.670685 1.800283 -0.08 0.01 -0.13 0.412
N -13.645230 19.739345 -2.921216 0.33 -0.04 0.12 -0.870
C -14.117488 19.993865 -4.172277 -0.26 -1.12 -0.32 0.762
N -14.843175 21.121657 -4.265404 -0.31 1.13 0.04 -0.848
O -13.984929 19.218745 -5.108408 0.17 -0.04 0.07 -0.674
H -13.111502 18.898995 -2.807506 0.14 0.11 0.08 0.400
H -13.718581 20.438320 -2.201256 0.10 -0.14 0.14 0.410
H -15.470798 21.204360 -5.042102 0.11 0.11 -0.09 0.405
H -14.944618 21.723544 -3.465369 -0.29 -0.05 0.00 0.404
N -16.481126 18.215494 -1.786935 0.62 1.08 -0.74 -0.856
C -17.518960 17.455716 -1.358626 0.18 -0.29 -0.35 0.767
N -17.612856 17.386870 0.001307 -0.18 -0.28 1.02 -0.860
O -18.246411 16.847103 -2.123225 -0.14 0.01 0.20 -0.652
H -16.457292 18.545471 -2.736963 -0.25 -0.39 -0.11 0.404
H -15.715989 18.568631 -1.238704 -0.21 -0.33 0.50 0.403
H -17.348142 18.128439 0.622645 0.32 0.05 -0.22 0.388
H -18.124785 16.638749 0.431752 -0.23 0.02 -0.31 0.399
N -11.785912 17.697519 1.363748 0.21 -0.89 0.83 -0.868
C -11.606508 17.697059 2.730677 -0.15 -0.16 -0.09 0.797
N -10.962514 16.585853 3.210425 -0.12 0.10 -0.08 -0.844
O -12.008629 18.602743 3.441147 0.64 -0.44 0.43 -0.660
H -11.274969 16.926792 0.964252 0.15 0.55 -0.81 0.374
H -11.767517 18.614346 0.937754 0.08 -0.05 -0.27 0.437
H -10.731119 16.508964 4.183497 -0.28 0.10 0.09 0.416
H -10.904879 15.755410 2.650164 0.18 0.00 0.05 0.386
O -15.004489 21.416561 -0.968557 -0.01 -0.03 -0.15 -1.000
H -15.164832 20.513058 -0.651234 0.06 0.22 0.07 0.493
H -15.307382 21.972652 -0.239866 0.17 0.27 -0.16 0.495
O -14.172489 15.606963 0.756577 0.20 0.02 -0.09 -0.938
H -13.495463 16.188732 0.388108 -0.10 0.08 -0.05 0.486
H -13.692567 14.843495 1.091859 -0.09 -0.08 -0.01 0.474
O -11.781100 20.483976 0.379403 0.18 0.16 -0.32 -0.982
H -12.352488 21.258918 0.287649 -0.11 -0.03 0.16 0.512
H -10.886925 20.822649 0.273899 0.03 -0.04 -0.05 0.493
O -13.460390 20.555570 2.726538 -0.77 0.81 -0.32 -1.011
H -12.963559 19.733078 2.875536 0.18 0.00 0.32 0.492
H -13.088234 21.187115 3.348294 -0.03 -0.02 -0.01 0.475
O -14.360238 19.133484 0.382735 -0.16 -0.39 -0.15 -0.998
H -13.488547 19.524164 0.522287 -0.21 0.08 0.05 0.496
H -14.614418 18.760118 1.237446 -0.04 0.01 0.22 0.505
O -15.286961 17.304952 2.670190 0.15 0.17 -0.42 -0.984
H -14.913635 16.892942 3.453614 0.02 0.14 0.10 0.473
H -14.886346 16.810190 1.927295 -0.32 -0.25 0.29 0.496
```
Positions in Å, forces in eV/Å.

The calculation puts the energy relative to the best compared isomer or geometry (same formula, charge and spin) at 6.5 kcal per mole. The calculation puts the lowest unoccupied orbital energy at -0.0139 Eh. The value obtained for the HOMO-LUMO gap is 8.78 eV. As for the SMILES: NC(N)=O.NC(N)=O.NC(N)=O.NC(N)=O.O.O.O.O.O.O. The total energy comes out at -37002.9165 eV.